15 unconnected molecules or ions with the total composition C40H108N10O15 at a distorted geometry, computed with the ωB97M-V functional and the def2-TZVPD basis.

```
173
Properties=species:S:1:pos:R:3:forces:R:3
C -0.289 36.912 -16.707 -0.7 -1.1 -1.2
C 0.887 37.173 -17.653 1.3 0.4 0.4
C 1.659 38.314 -16.948 1.0 -0.1 0.2
C 3.031 38.589 -17.536 -0.4 -0.2 -1.0
C 3.865 37.299 -17.502 -0.6 0.8 -0.5
C 3.191 36.038 -18.079 0.3 -0.7 0.1
N 1.773 35.988 -17.703 0.1 0.2 1.2
O 1.134 34.842 -18.224 0.1 0.6 -0.5
C 3.473 35.936 -19.585 -0.1 1.2 -0.9
C 3.879 34.815 -17.432 -0.3 0.1 -0.1
C 0.508 37.645 -19.053 -1.0 -0.7 -0.2
H -0.922 37.797 -16.658 0.1 0.1 0.3
H 0.019 36.531 -15.736 0.3 0.5 0.1
H -0.913 36.099 -17.095 -0.1 0.1 -0.2
H 1.053 39.221 -16.948 -0.1 -0.1 0.1
H 1.890 38.028 -15.917 -0.6 -0.1 0.1
H 3.556 39.401 -17.029 0.0 -0.2 0.3
H 2.918 38.970 -18.558 0.1 -0.2 -0.1
H 4.107 37.130 -16.453 0.4 -0.2 -0.1
H 4.724 37.513 -18.140 0.5 -0.4 0.5
H 4.540 35.905 -19.822 0.1 -0.4 0.5
H 2.993 35.120 -20.132 0.0 -0.2 0.3
H 3.172 36.865 -20.086 -0.2 -0.1 0.0
H 3.769 34.896 -16.350 0.2 -0.1 0.0
H 3.409 33.886 -17.756 -0.1 0.1 0.0
H 4.922 34.752 -17.746 0.1 0.1 0.2
H -0.145 38.515 -18.972 0.2 0.2 -0.3
H -0.066 36.887 -19.596 -0.2 -0.1 0.3
H 1.355 37.772 -19.725 0.1 0.6 0.4
H 1.152 34.975 -19.190 -0.4 -0.4 0.1
C 1.482 32.563 -23.754 -0.4 -0.2 0.5
C 2.485 31.680 -23.000 -0.3 0.3 -2.0
C 3.846 32.395 -23.081 1.0 -1.0 1.2
C 4.894 31.757 -22.138 -1.6 0.5 0.1
C 4.310 31.874 -20.718 1.5 -0.6 -0.5
C 2.927 31.225 -20.562 0.6 0.3 1.3
N 1.994 31.590 -21.619 1.3 1.0 0.0
O 0.757 30.949 -21.445 0.5 -0.6 -0.6
C 3.136 29.697 -20.392 -1.1 0.3 -0.2
C 2.383 31.804 -19.237 -0.5 -0.1 0.4
C 2.544 30.374 -23.840 -0.4 -0.9 1.3
H 1.768 32.724 -24.791 0.0 0.0 0.0
H 1.379 33.513 -23.234 0.1 0.2 -0.2
H 0.512 32.062 -23.706 -0.1 0.2 -0.2
H 4.314 32.279 -24.058 -0.8 0.4 -0.4
H 3.780 33.442 -22.779 -0.3 0.1 -0.3
H 5.812 32.322 -22.279 0.2 -0.2 0.3
H 5.021 30.710 -22.424 0.3 0.0 0.1
H 4.418 32.900 -20.355 -0.7 0.2 -0.2
H 4.971 31.326 -20.038 -0.1 -0.1 0.1
H 3.627 29.535 -19.435 0.3 -0.3 -0.2
H 2.155 29.212 -20.317 0.0 0.0 0.3
H 3.603 29.193 -21.239 0.6 0.2 0.2
H 3.129 31.980 -18.456 0.4 -0.7 -0.2
H 1.967 32.811 -19.315 -0.2 -0.2 -0.6
H 1.609 31.158 -18.819 -0.1 0.1 0.0
H 3.155 29.577 -23.403 0.5 0.3 -0.1
H 2.840 30.548 -24.871 0.1 0.1 0.0
H 1.555 29.898 -23.843 -0.2 0.3 -0.3
H 0.933 30.020 -21.679 -0.7 0.0 0.1
C 7.226 35.211 -22.930 0.1 -0.1 -0.8
O 7.431 35.425 -24.119 -0.5 0.1 0.7
N 8.215 34.766 -22.100 0.0 -0.3 0.8
N 6.010 35.312 -22.296 0.6 0.0 -0.5
H 7.990 34.699 -21.118 0.3 0.0 0.2
H 9.169 34.707 -22.404 0.0 0.3 -0.2
H 5.931 35.025 -21.332 -0.3 0.2 -0.1
H 5.296 35.808 -22.798 -0.2 -0.1 0.2
C 0.535 36.776 -23.053 0.0 1.4 -0.8
O 0.506 37.872 -23.617 0.1 -0.8 0.4
N -0.507 35.910 -23.045 -0.1 -0.1 0.0
N 1.632 36.314 -22.386 0.1 -0.5 0.2
H -1.329 36.147 -23.568 0.0 0.0 0.0
H -0.428 35.053 -22.530 -0.3 -0.3 0.0
H 1.526 35.485 -21.826 0.2 0.0 0.1
H 2.442 36.895 -22.290 -0.1 0.1 0.0
C 6.085 28.091 -18.894 1.1 -0.6 -0.4
O 6.448 27.669 -20.005 -0.4 0.7 0.5
N 5.321 27.321 -18.086 -0.5 -0.2 -0.2
N 6.495 29.265 -18.367 0.0 0.0 -0.1
H 5.206 27.521 -17.112 0.0 -0.1 0.1
H 5.120 26.408 -18.452 -0.1 0.0 0.2
H 6.129 29.594 -17.495 0.1 0.1 0.1
H 7.273 29.744 -18.799 -0.3 0.4 -0.1
C 7.938 30.932 -21.158 -0.7 0.6 -0.4
O 7.713 31.311 -19.988 0.4 -0.5 -0.7
N 8.271 31.792 -22.166 0.4 -0.1 0.6
N 7.799 29.660 -21.604 0.0 0.5 1.1
H 8.312 32.797 -22.028 -0.2 -0.4 0.0
H 8.180 31.427 -23.093 0.1 0.3 -0.3
H 7.267 28.998 -21.036 0.2 -0.4 -0.2
H 8.033 29.503 -22.562 -0.1 -0.5 -0.1
C 2.250 26.238 -19.440 0.3 -0.1 0.2
C 2.922 24.905 -19.689 -1.2 -0.3 -0.9
O 2.004 23.816 -19.552 0.2 -0.1 0.3
H 3.058 26.972 -19.462 -0.4 0.4 0.4
H 1.723 26.163 -18.487 0.2 0.4 0.2
H 1.507 26.531 -20.184 0.1 -0.3 -0.2
H 3.711 24.725 -18.962 0.1 -0.1 -0.1
H 3.303 24.883 -20.715 0.5 0.0 0.2
H 1.267 23.951 -20.155 0.1 0.1 0.0
C 3.302 33.253 -27.479 0.5 0.8 -0.2
C 4.520 34.064 -27.960 -0.9 -1.1 -1.2
O 4.119 35.406 -28.185 0.4 0.1 0.4
H 3.454 32.180 -27.600 0.2 0.0 0.7
H 2.441 33.474 -28.110 0.0 0.3 0.1
H 3.130 33.640 -26.474 -0.5 -0.7 0.2
H 4.836 33.585 -28.894 0.3 0.3 -0.1
H 5.353 33.967 -27.266 0.0 0.5 0.2
H 4.140 35.602 -29.123 0.1 -0.1 0.0
C -1.377 31.274 -27.660 0.6 0.4 0.1
C -1.569 30.739 -26.243 -0.7 0.7 -0.9
O -2.984 30.674 -26.059 -0.1 -0.3 0.2
H -1.792 32.274 -27.796 -0.5 -0.2 0.2
H -1.801 30.583 -28.386 0.0 0.1 -0.1
H -0.324 31.458 -27.892 0.1 -0.5 0.1
H -1.160 31.455 -25.527 0.3 -0.3 0.1
H -1.135 29.739 -26.178 0.2 0.1 0.3
H -3.172 30.153 -25.272 0.0 0.1 0.0
C 2.009 26.551 -23.571 0.5 -0.1 0.6
C 0.615 26.741 -24.097 -0.1 -0.4 -0.9
O -0.309 26.206 -23.155 -0.2 0.2 0.6
H 2.325 25.506 -23.546 -0.4 -0.1 0.1
H 2.050 26.932 -22.546 0.1 0.0 0.0
H 2.799 27.050 -24.133 -0.3 0.3 -0.2
H 0.479 26.166 -25.022 0.2 0.3 -0.1
H 0.393 27.794 -24.301 0.1 0.0 0.1
H -1.199 26.297 -23.512 0.0 -0.1 -0.1
C 2.354 29.103 -16.777 -0.9 0.6 0.5
C 1.831 30.315 -16.012 0.0 0.7 0.0
O 0.404 30.210 -15.846 0.6 -0.2 0.5
H 3.440 29.054 -16.835 0.0 0.1 -0.1
H 1.880 29.106 -17.757 0.3 -0.3 -0.1
H 1.958 28.271 -16.192 0.3 -0.4 -0.3
H 1.972 31.295 -16.470 0.3 -0.3 -0.5
H 2.346 30.409 -15.050 -0.2 -0.2 0.1
H 0.293 29.866 -14.954 -0.4 0.0 -0.1
C 7.544 32.443 -26.191 -0.2 0.4 1.0
C 6.393 31.567 -25.798 -0.3 -0.4 -0.3
O 6.314 30.343 -26.533 0.0 0.1 0.3
H 8.533 32.089 -25.902 0.0 -0.4 -0.5
H 7.406 33.323 -25.550 0.1 0.5 -0.6
H 7.404 32.649 -27.252 0.6 0.4 0.0
H 5.495 32.159 -26.009 -0.2 -0.2 0.4
H 6.416 31.325 -24.733 -0.1 -0.2 -0.1
H 6.159 30.586 -27.452 0.0 -0.1 0.0
C -1.990 34.676 -19.939 0.7 0.1 0.0
C -1.152 33.425 -20.168 -1.0 -0.5 -0.7
O -0.006 33.670 -20.982 0.2 0.4 0.3
H -1.475 35.316 -19.225 -0.3 0.2 0.1
H -2.993 34.431 -19.591 0.1 -0.2 0.3
H -2.144 35.238 -20.862 0.2 -0.1 -0.1
H -1.792 32.732 -20.730 0.1 -0.2 0.2
H -0.846 32.924 -19.247 -0.1 0.2 0.2
H 0.451 32.813 -21.074 0.1 0.5 -0.1
C -1.261 28.532 -19.369 -0.1 -0.3 0.7
C -2.190 28.627 -20.563 0.9 0.2 -0.2
O -1.397 28.689 -21.760 -0.4 -0.1 -0.2
H -1.728 28.949 -18.473 0.1 0.0 0.0
H -0.334 29.077 -19.550 -0.1 0.2 -0.1
H -0.969 27.507 -19.121 -0.1 -0.1 -0.2
H -2.737 29.567 -20.505 -0.1 -0.1 -0.2
H -2.894 27.794 -20.614 -0.1 0.0 0.1
H -1.045 27.809 -21.944 0.1 -0.1 0.0
C 8.031 35.764 -18.023 -0.1 0.1 0.5
C 8.017 34.261 -18.209 0.5 -0.8 -0.3
O 7.006 33.867 -19.129 -0.4 0.4 -0.5
H 8.007 36.307 -18.968 -0.1 -0.2 -0.1
H 8.929 36.099 -17.499 0.1 -0.2 0.0
H 7.208 36.107 -17.393 -0.2 -0.1 -0.2
H 7.871 33.679 -17.292 0.0 0.5 0.3
H 8.982 33.898 -18.593 0.1 0.3 0.0
H 7.114 32.917 -19.343 0.2 0.2 0.0
```
Forces are in eV/Å.

Properties
Gap between HOMO and LUMO: 8.533 eV

Here are the Mulliken charges for atoms 1 to 5, given in e: -2.08 1.91 -1.41 -0.83 -1.14